ORCA calculation (ωB97M-V/def2-TZVPD) on a molecular structure, C3H6ClFO in a non-equilibrium geometry.

CARTESIAN COORDINATES (ANGSTROEM)
C -0.232506 -0.135228 1.501648
C 0.335096 -0.383495 0.118731
C 0.586378 0.632204 -1.038155
H -0.347513 -1.158639 1.971072
H 0.322593 0.698696 2.175122
H -1.340341 0.203171 1.726728
H 1.225182 1.449248 -0.678435
H 1.121009 -0.127390 -1.729493
H -1.176126 0.221756 -1.798720
O -0.692734 1.083306 -1.598447
F 1.225300 -1.202157 0.263612
Cl -1.026338 -1.281470 -0.913664

Force components x, y, z for each atom (eV/Å):
C -2.4 1.8 3.1
C -6.6 4.3 -1.3
C -0.9 -1.3 -0.4
H 1.0 1.2 -0.2
H -0.6 -2.4 -1.7
H 2.0 -0.2 -1.7
H -0.4 0.0 -0.5
H -0.4 1.9 0.5
H 0.8 1.9 0.0
O 2.2 0.3 0.3
F 5.9 -4.4 0.3
Cl -0.6 -3.1 1.5

The total charge is 0. Its HOMO energy is -10.31 eV.

Löwdin population analysis, charges in e, atoms 1 to 4:
1 C -0.076
2 C -0.830
3 C -0.221
4 H 0.089

ORCA calculation (ωB97M-V/def2-TZVPD) on C3H6ClFS in the gas phase in a non-equilibrium geometry.

CARTESIAN COORDINATES (ANGSTROEM)
F -1.773670 -1.343195 1.287348
C -1.301656 -0.380543 0.421311
C 0.165467 -0.513890 0.381686
Cl 0.740324 -1.987445 -0.620014
C 1.107491 0.577337 -0.061999
S 1.041630 1.152647 -1.845440
H -1.454632 0.636112 0.824587
H -1.801100 -0.535185 -0.527613
H 0.413573 -0.682890 1.355208
H 2.056261 0.205120 0.046002
H 1.005517 1.498770 0.526832
H -0.199206 1.373162 -1.787908

Force components x, y, z for each atom (eV/Å):
F -0.3 0.1 0.3
C -0.2 0.6 -0.4
C 1.2 -0.7 -3.2
Cl -0.7 0.4 0.9
C -2.3 2.2 -1.3
S 2.1 -0.9 0.9
H -0.6 -0.3 0.0
H -0.1 0.2 -0.2
H 1.0 -1.0 2.7
H 2.4 -0.7 0.4
H -0.1 -0.4 0.1
H -2.5 0.6 -0.1

The total charge is 0. As for the SMILES: FC[C@@H](Cl)CS. Its HOMO energy is -9.45 eV.

Löwdin population analysis, charges in e, atoms 1 to 4:
1 F -0.035
2 C -0.252
3 C -0.652
4 Cl 0.555

ORCA calculation (ωB97M-V/def2-TZVPD) on 2 unconnected molecules or ions with the total composition C3H6ClN in a non-equilibrium geometry.

CARTESIAN COORDINATES (ANGSTROEM)
C 0.441672 -0.542430 0.692048
C -0.745657 0.088649 0.069555
C -0.934338 1.331736 -0.205934
H 2.490773 -0.995775 -0.561588
H 0.497958 -0.738923 -1.460648
H 0.872173 0.414870 1.079176
H 0.306698 -1.120225 1.661452
H -1.806595 2.133861 -0.336054
H 0.010309 1.884601 -0.392228
N 0.991768 -1.331982 -0.502975
Cl -2.124762 -1.124379 -0.042808

Force components x, y, z for each atom (eV/Å):
C 0.5 1.0 -0.8
C -3.3 -3.2 2.0
C -0.4 5.2 -1.3
H -5.2 -1.0 0.0
H 2.5 -2.1 3.5
H 1.2 -1.0 -0.7
H -0.3 0.1 -1.7
H 1.4 -2.9 -0.1
H -0.3 -0.2 0.9
N 3.4 3.2 -1.9
Cl 0.6 1.0 0.1

The total charge is 0. Its HOMO energy is -9.40 eV.

Löwdin population analysis, charges in e, atoms 1 to 4:
1 C -0.391
2 C -0.775
3 C -0.058
4 H 0.218

Sequential energy relative to the best compared isomer or geometry (same formula, charge and spin) output: 2.471; 0.686; 4.409 eV